(1)
Below is 18 unconnected molecules or ions with the total composition C44H116O22S18, with properties calculated with wB97M-V/def2-TZVPD.

- Highest occupied orbital energy: -8.47 eV
- Largest force on an atom: 2.74 eV/A
- Orbital gap: 8.53 eV

```
200
Properties=species:S:1:pos:R:3:forces:R:3
C 21.29253 19.89560 22.44203 1.38 1.25 1.52
S 21.83528 20.47834 20.78959 -0.68 -0.78 0.20
O 22.56735 21.76171 20.90445 -0.03 0.01 0.51
C 23.04881 19.16767 20.61120 0.32 0.96 -0.39
H 22.23384 20.04902 23.02440 -0.47 -0.22 -0.22
H 21.01679 18.84384 22.57199 -0.30 0.30 -0.62
H 20.59857 20.59161 22.96169 0.01 -0.50 -0.83
H 23.79736 19.09606 21.42115 -0.47 0.20 -0.35
H 23.49626 19.46338 19.65831 0.40 -0.35 0.16
H 22.49238 18.26932 20.45641 -0.20 -0.82 0.00
C 15.54528 16.25141 22.73438 -0.04 -0.44 0.00
S 15.34834 15.86876 20.96922 -0.09 -2.17 1.22
O 15.73893 14.36306 20.94358 -0.18 2.20 -0.24
C 13.56371 15.81427 20.95313 -0.68 -0.66 -0.07
H 15.06901 15.37338 23.27006 0.97 0.94 -0.53
H 15.05579 17.17356 23.05585 -0.03 0.01 -0.29
H 16.63714 16.37777 22.82758 -0.45 -0.36 0.52
H 13.04674 16.77216 20.86941 0.32 0.06 -0.26
H 13.14751 15.28992 21.84451 0.60 0.16 -0.59
H 13.39320 15.19084 20.05757 -0.31 0.36 0.44
C 13.34806 18.01578 17.47648 0.61 -0.03 -0.82
S 11.98882 18.71458 18.36396 -1.49 -1.03 -0.39
O 11.42620 17.68485 19.30247 0.50 0.27 -0.20
C 12.90261 19.86927 19.26956 -0.30 1.43 0.87
H 12.97731 17.17671 16.83691 0.50 0.42 0.85
H 14.18762 17.82194 18.17200 -0.40 -0.43 -0.47
H 13.67950 18.81014 16.78228 -0.04 -0.27 0.25
H 13.15076 20.68282 18.60721 0.60 0.12 -0.46
H 13.73626 19.51655 19.85073 0.48 -0.41 -0.04
H 12.18944 20.34867 19.93106 -0.24 -0.14 0.39
C 17.38787 19.45103 21.94021 0.77 -0.96 -2.45
S 17.56130 19.91209 20.16165 -0.57 -0.33 -0.06
O 16.66177 19.00471 19.32493 0.55 0.68 0.90
C 16.74877 21.52592 20.25116 -0.43 -0.64 0.17
H 16.36559 19.30976 22.15590 -1.28 -0.36 0.20
H 17.76505 20.24690 22.51881 0.83 0.73 0.75
H 17.98605 18.52465 21.94940 -0.33 0.43 0.74
H 17.07678 22.05726 21.14453 0.37 0.20 -0.36
H 15.67959 21.35346 20.37318 -0.09 -0.13 -0.12
H 16.93307 22.00933 19.29991 0.12 0.37 0.06
C 18.78896 18.67610 16.22902 -0.11 -0.82 1.58
S 17.68560 19.87190 15.46856 0.10 -0.19 -1.05
O 18.12247 21.21192 15.96122 -0.03 -0.34 -0.11
C 18.40721 19.65985 13.75407 0.62 -0.26 -0.28
H 18.44833 18.40260 17.28468 0.14 0.60 -1.36
H 19.73544 19.21160 16.33036 0.10 -0.17 -0.17
H 18.87635 17.72784 15.66972 -0.08 0.51 -0.02
H 19.51382 19.62246 13.87302 -0.62 -0.09 0.07
H 18.23047 20.58407 13.16841 -0.37 -0.54 0.44
H 18.08075 18.72185 13.19374 0.13 1.17 0.99
C 20.71030 10.37288 13.23913 -0.04 0.06 0.94
S 21.25049 9.62184 14.84567 0.87 2.03 -1.10
O 20.43386 10.44561 15.80456 0.08 -0.53 0.31
C 20.53339 8.04340 14.71107 -0.53 -0.65 0.33
H 21.09321 9.92749 12.34146 0.50 -0.59 -0.28
H 21.13020 11.39274 13.30639 -0.49 -0.33 -0.05
H 19.59962 10.32318 13.21069 0.67 0.36 0.19
H 20.46294 7.68397 15.74160 -0.43 0.04 -0.11
H 21.17775 7.32411 14.20893 0.04 0.27 -0.38
H 19.58199 8.21360 14.21601 -0.32 -0.62 0.18
C 15.13994 14.02065 12.51466 -0.95 1.24 -0.70
S 13.89697 14.94044 13.47582 1.24 0.84 -0.23
O 14.33768 14.61940 14.85909 -0.37 -0.16 1.00
C 14.49329 16.64265 13.15353 1.24 -0.70 0.84
H 16.12336 14.20406 12.97744 -0.49 -0.09 -0.36
H 15.02696 14.29125 11.43990 0.49 -0.13 0.69
H 14.74333 13.03569 12.64501 0.37 -0.89 0.03
H 15.62263 16.70579 13.23760 -1.32 -0.11 0.31
H 13.92495 17.36857 13.73385 0.23 -0.25 0.43
H 14.25094 16.84912 12.15923 -0.39 0.28 -1.89
C 13.37292 12.78800 23.79350 -0.39 -2.43 0.42
S 13.18226 10.97238 23.58397 -0.14 -0.74 1.38
O 12.87143 10.34362 24.94073 0.24 0.92 -1.54
C 11.66473 10.97500 22.59718 1.18 1.23 -0.85
H 14.26764 12.87981 24.37063 0.37 0.40 0.47
H 12.46696 13.08778 24.25772 -0.58 0.75 0.61
H 13.48447 13.11547 22.80765 0.30 0.95 -1.52
H 11.59606 10.00240 22.09951 -0.12 0.46 -0.06
H 11.73938 11.88186 21.93905 0.19 -1.25 -0.12
H 10.83629 11.21201 23.20327 -1.05 -0.24 1.11
C 19.10592 13.98177 12.85582 -1.50 -0.33 0.23
S 18.87888 15.48854 11.95531 -0.69 1.69 0.71
O 17.92737 16.37767 12.78590 0.77 -1.12 -0.94
C 20.50297 16.22218 12.28529 -1.08 -0.90 1.53
H 18.16828 13.40613 12.70112 0.51 0.22 0.12
H 19.15592 14.21719 13.93579 0.54 -0.27 -0.45
H 19.89005 13.41598 12.36353 0.44 -0.01 0.45
H 20.40210 16.61993 13.30571 -0.06 0.56 -0.57
H 20.80364 16.86681 11.51394 0.16 1.23 -0.75
H 21.20780 15.44234 12.39359 0.78 -1.09 -0.27
C 19.80028 10.91960 23.98990 0.45 1.00 1.07
S 21.50667 11.51835 24.18190 -0.04 -0.52 0.79
O 21.39624 12.70003 25.10350 0.11 -0.44 -0.31
C 22.19214 10.06507 25.13410 -0.34 1.42 -0.07
H 19.34428 10.83021 24.98562 0.18 -0.13 -0.30
H 19.74484 10.04672 23.40385 0.13 -1.33 -0.52
H 19.29668 11.69421 23.44236 -0.26 0.55 -0.18
H 21.61825 9.86490 26.04674 -0.12 -0.10 -0.48
H 23.20339 10.32295 25.42755 0.15 0.26 -0.04
H 22.25789 9.27930 24.40719 -0.27 -0.72 -0.16
C 15.43334 10.96312 14.85073 0.79 -1.59 -0.49
S 17.17125 10.59534 14.74058 0.64 -1.06 0.36
O 17.60058 10.79114 13.30496 -0.35 0.54 0.36
C 17.79584 11.96545 15.71311 -0.50 0.36 -0.40
H 15.05686 10.29667 14.06713 -0.42 0.54 -0.02
H 15.28556 12.00413 14.73852 -0.58 1.01 -0.29
H 15.09924 10.58943 15.80006 -0.25 0.08 0.54
H 18.86938 11.98092 15.50439 -0.28 0.39 -0.06
H 17.67878 11.78257 16.79664 -0.29 0.03 -0.55
H 17.18538 12.82606 15.34061 0.95 -0.20 0.60
C 16.54595 15.39852 17.55614 -0.79 0.94 -0.12
S 18.03301 14.56695 17.98266 0.80 -0.83 -0.54
O 19.05769 14.80269 16.89724 -0.33 0.19 0.16
C 18.45586 15.56091 19.35080 0.41 2.03 0.40
H 16.10752 14.80786 16.77883 -0.30 -0.18 -0.82
H 16.69219 16.45497 17.22233 0.10 -0.81 0.32
H 15.82558 15.34628 18.38536 0.47 0.05 0.00
H 19.51636 15.50535 19.61663 -0.12 -0.31 -0.20
H 17.83984 15.20311 20.14953 -0.30 -0.29 0.71
H 18.20204 16.64018 19.18135 0.21 -0.79 -0.02
C 24.11543 15.71394 12.05901 0.34 -0.16 0.12
S 23.80080 14.05463 12.72392 -0.03 -0.90 1.20
O 22.48141 13.44139 12.32191 0.34 1.13 -0.13
C 24.94814 13.12212 11.74508 0.87 0.33 0.53
H 23.39884 16.37636 12.52618 -0.62 0.05 -0.50
H 24.18639 15.68908 10.98549 -0.67 0.26 -0.53
H 25.05748 16.15668 12.38942 0.30 -0.74 0.37
H 24.93313 12.07632 12.01887 -0.25 -0.10 0.30
H 25.96123 13.50213 11.86020 0.06 0.10 0.01
H 24.61774 13.22752 10.74860 -0.27 0.04 -1.32
C 20.05298 15.70428 24.92863 -0.13 -0.59 -0.25
S 19.64202 15.81244 23.17119 1.11 -1.27 0.74
O 19.35806 17.22337 22.91345 -1.20 2.01 -0.41
C 21.29013 15.65565 22.57278 1.37 -0.94 -1.28
H 20.78780 14.90683 25.08237 -0.24 0.08 0.02
H 19.12930 15.46054 25.44170 -0.06 0.02 0.24
H 20.42797 16.66623 25.24842 0.12 0.28 -0.04
H 21.96890 16.47817 22.86636 -0.57 -0.34 0.34
H 21.29113 15.67017 21.46178 -0.29 0.06 0.60
H 21.70392 14.66932 22.85434 -0.10 0.46 0.11
C 16.60984 11.15269 21.74181 -2.38 0.28 0.12
C 16.81381 9.74920 22.31025 1.82 -0.72 -0.52
C 15.68684 8.92121 21.76322 -1.60 0.38 -0.67
S 15.49818 9.41302 20.01693 1.69 -0.76 0.64
O 14.12611 9.41288 19.64005 -1.53 0.65 0.03
O 16.36206 8.60645 19.20138 0.68 -0.30 -0.37
C 16.28864 11.00653 20.23788 1.90 -0.21 -0.28
H 17.48412 11.78052 21.75717 0.09 0.47 0.71
H 15.67708 11.57770 22.25518 1.59 -0.04 -0.58
H 16.89285 9.66555 23.41381 -0.13 0.33 -0.63
H 17.79158 9.33062 21.87090 -1.18 0.42 0.70
H 14.68047 9.21379 22.11356 0.60 -0.02 0.47
H 15.76482 7.85048 21.85421 0.23 -0.34 -0.20
H 15.80212 11.82669 19.73505 -0.52 0.20 0.25
H 17.30576 10.91093 19.75102 -1.17 -0.24 0.13
C 22.20795 14.12702 16.17955 0.20 -0.28 0.03
C 21.86749 15.52781 15.65944 0.62 0.64 0.94
C 21.67323 16.53675 16.80012 0.07 0.71 -0.18
S 22.75624 15.96207 18.05798 0.53 -1.47 1.07
O 22.19439 16.13386 19.39875 0.39 0.56 -0.71
O 24.13229 16.31543 17.78788 -0.29 0.44 0.05
C 22.52819 14.21555 17.67253 -0.24 0.19 0.24
H 23.04576 13.74713 15.57543 -0.21 -0.03 0.46
H 21.37227 13.44718 16.06340 -0.16 -0.09 -0.18
H 20.97830 15.57684 15.12639 -1.72 -0.40 -1.05
H 22.63201 15.84797 14.99031 0.81 0.44 -0.43
H 20.67951 16.39588 17.22344 -0.14 0.13 -0.06
H 21.85638 17.61769 16.55146 -0.05 -1.12 0.26
H 21.65708 13.98765 18.30498 0.19 -0.23 -0.40
H 23.38751 13.61960 18.01209 -0.20 0.48 -0.12
C 10.75913 12.16303 17.24800 0.94 -0.52 -1.19
C 11.61891 13.32902 16.63255 -0.45 -0.16 -0.19
C 12.52588 13.86320 17.72662 -1.14 -1.11 -0.07
S 13.13200 12.36979 18.45639 2.41 0.39 -1.00
O 13.50117 12.63109 19.85514 -0.56 -0.89 -1.39
O 14.12377 11.94242 17.42962 -0.89 0.13 2.13
C 11.70965 11.32268 18.18775 -1.63 -0.04 0.18
H 10.33446 11.54386 16.40693 0.63 0.37 0.93
H 9.89330 12.53517 17.75920 -0.24 0.41 0.57
H 10.96072 14.13631 16.31464 -0.04 -0.06 -0.25
H 12.23944 13.01012 15.77270 -0.42 0.02 0.49
H 11.95933 14.39617 18.45558 -0.40 0.59 0.64
H 13.34619 14.42031 17.34993 0.88 0.45 -0.25
H 11.25818 11.00815 19.16242 0.39 0.41 -0.84
H 12.00595 10.43866 17.63042 0.52 0.00 0.32
C 20.68551 10.83085 19.21989 -0.27 1.50 1.13
C 22.16919 11.21370 19.09705 -0.73 -0.40 0.56
C 22.87960 10.10538 19.85535 1.50 0.40 -0.40
S 21.86697 8.63417 19.82200 -0.73 -1.14 1.05
O 21.44605 8.30311 21.18991 0.36 0.71 -1.01
O 22.42674 7.55544 19.04299 0.29 0.48 -0.07
C 20.49223 9.38056 18.96449 1.72 0.46 -0.85
H 20.03821 11.47934 18.64432 -0.17 -0.02 -0.39
H 20.39322 10.96935 20.27508 0.13 0.34 -0.12
H 22.37141 12.18289 19.57803 -0.07 -0.36 -0.35
H 22.49823 11.21120 18.07104 -0.06 0.21 -0.49
H 23.06586 10.44938 20.86595 -0.03 -0.50 0.33
H 23.82809 9.87547 19.35576 -0.10 -0.21 0.39
H 19.66676 9.01818 19.46713 -2.02 -0.97 0.57
H 20.52583 9.19421 17.90295 -0.05 -0.47 -0.27
```
Positions in Å, forces in eV/Å.

(2)
Below is 3 unconnected molecules or ions with the total composition C4H10IO6S, with properties calculated with wB97M-V/def2-TZVPD.

- ⟨S²⟩: 0.753
- Relative energy (zero: lowest compared OMol25 entry of this formula, charge and spin): 0.286 eV
- Highest occupied orbital energy (alpha / beta): -10.35 / -10.33 eV
- Largest force on an atom: 4.54 eV/A
- Orbital gap (alpha / beta): 10.68 / 6.31 eV
- Spin multiplicity: 2

```
22
Properties=species:S:1:pos:R:3:forces:R:3
I 2.40688 0.87003 1.76970 0.03 0.15 0.02
C -1.20666 1.61887 -0.50966 0.25 0.07 1.86
C -1.40252 1.61649 1.05328 2.69 -1.52 -0.38
O -1.97550 2.81444 1.38272 -1.20 2.89 0.96
S -1.39081 4.05804 0.43931 0.36 -0.60 -0.63
O 0.03952 4.35588 0.68527 -3.56 -0.88 -0.34
O -2.36685 5.17301 0.36074 2.61 -3.72 0.08
O -1.47928 2.94214 -0.83658 -0.75 3.50 -0.87
H -1.95484 0.90733 -0.85903 0.07 0.46 -0.83
H -0.19717 1.46123 -0.88939 -0.05 -0.79 0.39
H -0.47046 1.57960 1.61721 0.64 -0.12 -0.29
H -1.88250 0.69555 1.38433 -1.04 0.65 0.06
C 1.44141 -2.17186 -0.46846 0.46 -0.29 -1.54
C 1.19296 -3.52609 -1.32954 -0.31 3.36 1.19
O -0.19681 -3.78914 -1.18406 0.60 -0.81 -0.08
O 1.54251 -2.50291 0.87229 0.28 -1.31 1.34
H 0.65310 -1.41927 -0.48431 -0.61 -0.24 -1.11
H 2.32882 -1.63678 -0.80652 0.40 -0.20 -0.22
H 1.92045 -4.23409 -0.93255 -0.41 -0.50 0.12
H 1.39909 -3.35149 -2.38553 -0.09 0.01 0.07
H -0.35137 -3.67463 -0.24353 -0.34 -0.20 0.19
H 1.95003 -1.78636 1.36431 -0.03 0.09 0.02
```
Positions in Å, forces in eV/Å.